ORCA calculation (ωB97M-V/def2-TZVPD) on a 5-piece molecular cluster, C34H71N2O16S4 overall at a distorted geometry.

Cartesian coordinates (Å):
C: -5.94452 3.95333 1.44823
C: -5.34106 2.83520 1.06271
C: -4.31289 1.60072 0.96359
N: -3.41362 1.63502 -0.24464
C: -3.99601 2.30329 -1.45740
C: -3.27378 1.72281 -2.80517
C: -1.63675 1.57382 -2.62716
C: -1.20716 0.02425 -2.23835
C: -0.23238 -0.66579 -3.33264
C: 0.00509 -2.21049 -2.81710
C: 1.42895 -2.42738 -2.08479
C: 1.73444 -1.40303 -0.87406
C: 1.09456 -1.89745 0.55447
C: 1.71637 -1.03544 1.81167
C: 0.74597 -1.32761 3.06899
O: 1.13863 -0.68499 4.32269
C: 2.29539 0.15913 4.17400
C: 2.20519 1.72586 3.73086
O: 3.48609 -0.28743 4.38076
N: -1.03997 1.86207 -3.95142
C: -0.12634 3.03345 -4.01664
C: 1.39697 2.72321 -3.47408
C: -1.21281 2.50980 -1.39442
C: -2.05326 2.23496 -0.01158
C: -2.10901 3.69641 0.74361
C: -0.62805 4.35663 0.90950
O: 0.01222 4.08502 1.97187
O: -0.08241 5.24838 -0.09137
H: -6.50812 4.84550 1.95944
H: -4.97393 0.64173 0.87763
H: -3.68826 1.45949 1.92917
H: -3.25124 0.63182 -0.51579
H: -3.98404 3.45852 -1.40977
H: -5.11474 1.98043 -1.55396
H: -3.75442 0.74748 -3.18633
H: -3.42389 2.56165 -3.60489
H: -2.21091 -0.58000 -2.26326
H: -0.81043 -0.07233 -1.16188
H: 0.80496 -0.17924 -3.42476
H: -0.79685 -0.75580 -4.33801
H: -0.81118 -2.40986 -2.00213
H: -0.16427 -2.97997 -3.66197
H: 1.48131 -3.50862 -1.64503
H: 2.26088 -2.33938 -2.87474
H: 1.44542 -0.30771 -1.08111
H: 2.88987 -1.43498 -0.70374
H: -0.03971 -1.67583 0.53747
H: 1.25968 -3.02221 0.75157
H: 2.77806 -1.44888 1.97342
H: 1.68710 0.06640 1.47365
H: -0.32318 -0.95859 2.81961
H: 0.74557 -2.47788 3.24222
H: 2.45391 1.81899 2.60853
H: 2.95802 2.38025 4.30886
H: 1.12592 2.07304 3.95766
H: -1.71482 1.88468 -4.73109
H: 0.03099 3.25438 -5.15544
H: -0.55235 4.02585 -3.59021
H: 1.44904 1.79981 -2.79136
H: 1.82945 3.63085 -2.88267
H: 2.10368 2.56939 -4.38955
H: -0.08528 2.44806 -1.10479
H: -1.40907 3.63557 -1.64131
H: -1.46547 1.55055 0.71348
H: -2.70082 4.43027 0.05637
H: -2.65384 3.66095 1.75396
H: -0.82094 5.61597 -0.64061
O: -9.50918 7.53038 3.17822
S: -8.95132 6.58606 4.11216
O: -8.65589 5.22553 3.73687
O: -9.85653 6.57335 5.45337
C: -11.25575 6.32342 5.32984
C: -11.54254 4.85275 5.09084
C: -7.49430 7.29339 4.83196
H: -11.69150 6.94513 4.54157
H: -11.71807 6.62850 6.27287
H: -11.17081 4.53315 4.11441
H: -12.61709 4.65844 5.12212
H: -11.04621 4.23462 5.84383
H: -7.71745 8.30876 5.15722
H: -6.71581 7.30580 4.06782
H: -7.18018 6.67378 5.67213
O: 4.44782 4.35730 4.58643
S: 5.17669 4.36003 5.83127
O: 4.63012 4.93752 7.03249
O: 6.65128 4.97956 5.57690
C: 6.75464 6.27122 4.98202
C: 6.43462 7.37219 5.97597
C: 5.68900 2.70244 6.19274
H: 6.11703 6.34071 4.09508
H: 7.78891 6.38459 4.64462
H: 5.38249 7.34388 6.26894
H: 6.63741 8.35467 5.54317
H: 7.02713 7.25466 6.88723
H: 6.14168 2.26938 5.30149
H: 4.80325 2.13338 6.47900
H: 6.39868 2.72588 7.01982
O: 0.69853 -6.07713 -1.57056
S: 0.62419 -7.39847 -2.14427
O: -0.55296 -8.21902 -2.01485
O: 1.91362 -8.25369 -1.66563
C: 2.17177 -8.37329 -0.26866
C: 1.23435 -9.36793 0.39044
C: 1.04724 -7.29735 -3.86182
H: 2.11840 -7.39512 0.21969
H: 3.20072 -8.72945 -0.16430
H: 0.20483 -9.00234 0.38324
H: 1.52303 -9.54105 1.42988
H: 1.24268 -10.32081 -0.14549
H: 1.96023 -6.71254 -3.96815
H: 0.22315 -6.80582 -4.38095
H: 1.18216 -8.30638 -4.25132
O: 4.13229 -7.72044 -5.26624
S: 5.48157 -7.76239 -5.77348
O: 6.19091 -6.56610 -6.14847
O: 5.55088 -8.81839 -6.99925
C: 4.65365 -8.65124 -8.09479
C: 5.09077 -7.52153 -9.00864
C: 6.48867 -8.67394 -4.63558
H: 3.63064 -8.49800 -7.73697
H: 4.66060 -9.58884 -8.65796
H: 5.01188 -6.55526 -8.50489
H: 4.46702 -7.48600 -9.90494
H: 6.13540 -7.64675 -9.30579
H: 5.97928 -9.60136 -4.37638
H: 6.62712 -8.05917 -3.74513
H: 7.45325 -8.87471 -5.10198

Forces on the atoms, in the same order (eV/Å):
C 3.2 -6.1 -1.2
C -1.6 5.8 2.8
C -2.8 0.0 1.4
N 0.4 0.1 -0.5
C -2.0 -0.5 -2.7
C 0.6 1.3 0.3
C -0.8 -1.2 0.6
C -1.1 0.0 -0.7
C -0.4 -1.8 0.8
C -0.3 0.2 1.1
C -0.1 -0.2 -0.1
C 0.8 -1.1 0.9
C 0.0 1.1 0.0
C -1.1 -1.2 -1.1
C 0.3 -0.4 -1.1
O 1.9 1.5 -1.1
C 5.1 -0.7 0.4
C -1.1 -0.7 0.5
O -6.1 1.6 -0.7
N 0.5 1.6 0.7
C 1.4 0.6 -1.6
C 0.1 0.6 -0.1
C -0.1 0.9 0.1
C 2.9 1.6 1.0
C -0.5 0.8 -1.3
C 1.8 -0.7 3.5
O -2.6 1.3 -5.3
O -2.2 -1.7 1.8
H 1.1 -2.3 -1.5
H 1.2 1.8 0.0
H -1.0 0.6 -1.7
H -0.1 1.0 0.2
H 0.3 -2.2 0.3
H 2.0 0.7 0.5
H 0.7 1.5 0.8
H 0.1 -1.6 1.4
H 1.8 0.7 0.1
H -0.3 0.2 -1.6
H -1.9 -0.5 -0.1
H 1.2 0.6 1.6
H 1.3 0.1 -1.5
H 0.4 1.3 1.4
H -0.1 1.9 -0.9
H -1.2 -0.1 1.2
H 0.4 -1.7 0.2
H -2.0 0.2 -0.4
H 1.6 -0.6 0.0
H -0.3 1.8 -0.5
H -1.6 1.1 0.0
H 0.3 -1.7 0.8
H 1.7 -0.7 0.4
H -0.1 2.0 -0.2
H -0.5 -0.2 1.8
H -1.2 -1.3 -0.9
H 1.8 -0.3 -0.6
H 0.4 0.0 1.0
H -0.5 -0.4 2.1
H 0.7 -1.6 -0.4
H -0.2 1.4 -1.1
H -0.9 -1.6 -1.0
H -1.3 0.1 1.8
H -2.0 -0.1 -0.7
H 0.3 -2.1 0.2
H -1.1 0.8 -1.3
H 0.8 -1.3 1.2
H 1.2 0.1 -1.5
H 0.8 -0.5 0.6
O 0.2 -0.9 0.2
S -0.3 0.5 0.9
O -0.1 0.5 -0.3
O 1.1 0.2 -0.6
C -1.2 -0.4 -0.1
C 0.2 -0.2 -0.2
C -0.1 0.0 0.2
H 0.2 0.0 0.0
H 0.4 0.1 -0.1
H -0.1 0.0 0.1
H 0.1 0.1 0.1
H -0.1 0.1 0.0
H 0.0 -0.1 0.0
H -0.2 0.0 0.0
H -0.1 0.0 -0.1
O 0.1 0.3 0.6
S 0.8 -0.2 0.3
O 0.0 -0.1 -0.9
O -0.7 -0.9 0.2
C 0.0 1.1 -0.3
C -0.3 0.0 0.2
C 0.1 0.1 -0.1
H 0.0 -0.2 0.1
H -0.1 -0.4 0.1
H 0.1 0.0 0.0
H 0.1 -0.1 0.0
H 0.0 0.0 -0.1
H -0.1 0.1 0.1
H 0.0 0.2 -0.1
H -0.1 0.1 -0.1
O -0.3 -0.6 0.1
S 0.5 -0.5 -0.5
O 0.5 0.7 0.2
O -0.5 0.6 -0.8
C 0.0 -0.3 1.0
C -0.3 0.0 0.0
C 0.1 0.0 0.1
H -0.1 0.0 -0.2
H -0.1 0.1 -0.4
H 0.1 0.0 0.0
H 0.1 0.0 -0.1
H 0.1 0.1 0.1
H 0.0 -0.1 0.0
H 0.0 0.0 0.2
H 0.0 0.1 0.1
O 0.4 0.3 -0.4
S 0.5 -0.5 -0.3
O -0.7 -0.4 0.2
O 0.2 0.3 1.1
C -0.6 0.3 -0.9
C 0.1 0.3 0.1
C 0.0 -0.1 -0.1
H 0.1 0.0 0.1
H 0.2 0.0 0.4
H 0.0 -0.1 -0.1
H 0.0 -0.1 0.1
H -0.1 -0.1 0.0
H 0.0 0.1 -0.1
H -0.1 0.1 -0.2
H -0.1 0.1 0.0

Calculated values
Frontier orbital gap: 0.320 Eh
HOMO energy: -11.5 eV
Strongest force on any atom: 0.136 hartree/bohr
Net charge: +1